Density functional theory data (wB97M-V/def2-TZVPD) for C3H5Cl2N3 in the gas phase at a distorted geometry.

Structure (ORCA input):
```
! RIJCOSX wB97M-V def2-TZVPD def2/J DEFGRID3
* xyz 0 1
C 0.7039 0.7755 -0.6158
C -0.5992 0.9765 -0.7838
C 1.2609 -0.2978 0.2552
N 0.6375 -0.3307 1.4930
N -1.5588 0.1503 -0.2218
N -1.4845 -0.8736 0.4668
Cl -3.2003 1.1725 0.0251
Cl -0.9807 -2.3399 -0.3538
H 1.5004 1.2757 -1.1160
H -0.8180 1.8757 -1.4371
H 1.2594 -1.1934 -0.3698
H 2.3876 -0.1242 0.4391
H 0.8917 -1.0666 2.2188
*
```

- energy relative to the best compared isomer or geometry (same formula, charge and spin) (kcal/mol) = 119.81
- frontier orbital gap (spin up / spin down) (eV) = 7.5 / 7.8
- F_max (eV/Å) = 2.541

Results of the Löwdin charge analysis, in e, for atoms 1 through 8: C -0.085; C -0.196; C -0.411; N 0.075; N -0.501; N -0.404; Cl 0.426; Cl 0.565

***

Density functional theory data (wB97M-V/def2-TZVPD) for 2 unconnected molecules or ions with the total composition C3H5Cl2N3O at a distorted geometry.

Structure (ORCA input):
```
! RIJCOSX wB97M-V def2-TZVPD def2/J DEFGRID3
* xyz 0 1
C 1.6427 -1.6725 -0.7079
C -3.4029 0.6347 -0.0832
C 0.4262 -1.2906 -0.3226
N -2.1739 0.7180 -0.4681
N -0.2495 1.8549 -0.4946
N -1.3193 1.7621 0.1073
O -1.6599 2.3096 1.1390
Cl -4.1858 -0.7292 -0.4304
Cl -0.6361 -2.4339 0.4821
H 2.0842 -2.6252 -0.5020
H 2.3535 -0.9350 -1.0382
H -3.9759 1.3070 0.6394
H 0.0822 -0.3339 -0.6018
H 0.2506 2.7180 -0.3161
*
```

- energy relative to the best compared isomer or geometry (same formula, charge and spin) (kcal/mol) = 52.66
- frontier orbital gap (eV) = 8.9
- SMILES = [H]/N=[N+]([O-])/N=C/Cl.C=CCl
- F_max (eV/Å) = 4.520

Results of the Löwdin charge analysis, in e, for atoms 1 through 8: C -0.077; C -0.694; C -0.618; N 0.050; N 0.148; N -0.427; O 0.003; Cl 0.784

***

Density functional theory data (wB97M-V/def2-TZVPD) for a gas-phase ion, C3H5Cl2N3O (charge +2) at a distorted geometry.

Structure (ORCA input):
```
! RIJCOSX wB97M-V def2-TZVPD def2/J DEFGRID3
* xyz 2 1
C -0.8469 0.0729 1.8272
C -1.8531 -0.5848 -0.2435
C 0.4700 0.2258 -0.5424
N 0.8702 -0.3499 0.7177
N -1.8964 -0.3081 1.1159
N -0.8109 -0.3014 -0.9785
O 1.8700 0.3064 1.2419
Cl -0.8436 0.5799 3.3517
Cl -3.2381 -1.2650 -0.9189
H 0.4707 1.3310 -0.5337
H 1.2368 -0.0810 -1.2737
H -2.8174 -0.4378 1.5608
H -0.8851 -0.4870 -1.9829
H 2.3125 -0.2320 1.9332
*
```

- energy relative to the best compared isomer or geometry (same formula, charge and spin) (kcal/mol) = 19.12
- frontier orbital gap (spin up / spin down) (eV) = 8.2 / 8.2
- F_max (eV/Å) = 3.149

Results of the Löwdin charge analysis, in e, for atoms 1 through 8: C -0.500; C -0.620; C -0.116; N 0.011; N 0.066; N 0.135; O 0.084; Cl 1.033

***

Density functional theory data (wB97M-V/def2-TZVPD) for C3H5Cl3 in the gas phase at a distorted geometry.

Structure (ORCA input):
```
! RIJCOSX wB97M-V def2-TZVPD def2/J DEFGRID3
* xyz 0 1
C 0.9376 -0.7219 0.2701
C -0.5301 -0.4591 0.0823
C -0.6922 1.0043 -0.3470
H 1.4643 -0.2494 -0.5503
H 1.2314 -0.2087 1.2475
H -0.7635 -0.6598 1.0896
H -1.1881 -1.0218 -0.5510
H -1.6863 1.2477 -0.2089
Cl 1.3870 -2.5380 0.3128
Cl 0.1074 2.3792 0.6472
Cl -0.2675 1.2274 -1.9924
*
```

- energy relative to the best compared isomer or geometry (same formula, charge and spin) (kcal/mol) = 18.33
- frontier orbital gap (eV) = 11.5
- SMILES = ClCCC(Cl)Cl
- F_max (eV/Å) = 2.308

Results of the Löwdin charge analysis, in e, for atoms 1 through 8: C -0.579; C -0.345; C -1.055; H 0.042; H 0.094; H 0.092; H 0.112; H 0.020

***

Density functional theory data (wB97M-V/def2-TZVPD) for 2 unconnected molecules or ions with the total composition C3H5Cl3S at a distorted geometry.

Structure (ORCA input):
```
! RIJCOSX wB97M-V def2-TZVPD def2/J DEFGRID3
* xyz 0 1
C -0.9557 0.8254 -0.9471
C 1.4195 0.2159 1.0573
C -0.6257 -0.3313 -0.0350
S -0.0701 -1.8067 -0.8044
Cl 2.4773 -0.6072 -0.0434
Cl 1.7244 1.9010 0.9952
Cl -1.7829 -0.3187 1.2288
H -0.0015 1.0859 -1.3966
H -1.5015 1.6387 -0.3979
H -1.5508 0.4062 -1.6904
H 1.3675 -0.3407 1.9384
H -0.5006 -2.6686 0.0951
*
```

- energy relative to the best compared isomer or geometry (same formula, charge and spin) (kcal/mol) = 66.82
- frontier orbital gap (eV) = 8.2
- F_max (eV/Å) = 4.101

Results of the Löwdin charge analysis, in e, for atoms 1 through 8: C -0.215; C -1.090; C -1.174; S 0.725; Cl 0.490; Cl 0.557; Cl 0.635; H 0.067

***

Density functional theory data (wB97M-V/def2-TZVPD) for 2 unconnected molecules or ions with the total composition C3H5ClF2 at a distorted geometry.

Structure (ORCA input):
```
! RIJCOSX wB97M-V def2-TZVPD def2/J DEFGRID3
* xyz 0 1
C 0.3255 -0.0122 -1.1881
C 0.4495 0.1973 0.3111
C -2.3681 0.9839 1.8316
F 1.5948 0.7755 0.8442
F -2.3903 0.4849 0.5311
Cl -2.2652 -0.0971 3.1696
H -0.6308 0.5537 -1.4639
H 0.2182 -1.1022 -1.4754
H 1.1707 0.5272 -1.6639
H -0.3651 0.0609 1.0698
H -1.9092 1.9429 1.7008
*
```

- energy relative to the best compared isomer or geometry (same formula, charge and spin) (kcal/mol) = 104.95
- frontier orbital gap (spin up / spin down) (eV) = 7.4 / 9.9
- F_max (eV/Å) = 1.914

Results of the Löwdin charge analysis, in e, for atoms 1 through 8: C -0.098; C -0.153; C -0.570; F -0.057; F -0.116; Cl 0.636; H 0.080; H 0.085

***

> The lowest F_max belongs to which entry?

C3H5ClF2